Density functional theory data (ωB97M-V/def2-TZVPD) for C3H5N3 in the gas phase.

Values from the calculation:
- LUMO: 0.99 eV
- SMILES: Nc1c[nH]cn1
- Calculated total energy: -281.59005 Eh
- Kohn-Sham gap: 8.87 eV

ORCA input file:
```
! RIJCOSX wB97M-V def2-TZVPD def2/J DEFGRID3
* xyz 0 1
N -0.1814 -1.5360 1.3647
C -0.0601 -0.4541 0.4828
C 0.6096 -0.3948 -0.7114
N 0.4455 0.9091 -1.1423
C -0.2859 1.5533 -0.2063
N -0.6188 0.7608 0.7865
H -0.8340 -1.3097 2.1022
H -0.4620 -2.3936 0.9068
H 1.1756 -1.1230 -1.2703
H 0.8260 1.3093 -1.9827
H -0.5507 2.5981 -0.2957
*
```

These are the Löwdin partial charges, in e, on atoms 1 to 8: 0.081 -0.427 -0.071 0.027 -0.218 0.092 0.076 0.079